Entry 1:
A cluster of 13 separate species, C7H40NO12 in total, computed with ωB97M-V/def2-TZVPD.

## Properties
Energy in Ha: -1248.00423
HOMO in eV: -11.95
Total charge: +1
2S+1: 1
ΔE to the lowest compared entry with this formula, charge and spin in eV: 3.604

Structure (XYZ):
```
60
Properties=species:S:1:pos:R:3:forces:R:3
C 0.753 2.151 1.981 -2.425 3.647 2.988
C -0.112 1.288 1.169 -1.054 -0.678 -0.653
C 0.686 0.143 0.477 -0.299 0.652 -2.248
C 0.054 -1.245 0.351 -1.321 -0.649 3.479
C -1.940 -0.607 -1.029 0.752 1.168 0.117
C -1.382 -1.445 -0.112 0.418 2.547 -2.864
C -2.180 -2.534 0.408 -3.768 -0.847 -2.682
N -1.213 0.817 2.146 -0.347 0.742 -3.104
H 1.176 1.633 2.796 0.748 -0.690 0.545
H 0.162 3.016 2.580 0.272 -1.897 -1.320
H 1.433 2.829 1.568 1.386 0.087 -1.433
H -0.744 1.856 0.473 0.702 -0.091 -0.119
H 0.831 0.420 -0.615 -0.494 0.324 1.367
H 1.748 0.179 0.799 -1.241 -0.703 0.252
H 0.704 -1.853 -0.190 0.011 -0.571 -1.358
H 0.098 -1.816 1.340 -0.002 0.924 -0.878
H -2.968 -0.614 -1.460 0.843 -0.554 0.654
H -1.364 0.291 -1.401 -0.412 -1.113 0.406
H -2.553 -2.187 1.339 -0.949 0.084 1.039
H -3.152 -2.731 -0.435 2.724 0.524 2.900
H -1.755 -3.481 0.604 0.967 -0.939 -0.106
H -1.254 -0.144 2.276 0.639 -2.438 0.804
H -1.110 1.296 2.993 -0.144 0.663 1.677
H -2.129 0.993 1.713 -0.161 0.713 0.506
H -2.511 3.612 -1.970 -0.098 -1.287 1.540
H -2.013 2.367 -1.157 1.167 -1.073 -0.663
O -2.622 3.075 -1.129 -0.815 2.287 -1.450
H 3.070 2.012 -1.671 -0.673 -0.021 -0.353
H 3.022 0.585 -1.244 -0.893 0.403 -0.430
O 2.455 1.256 -1.724 1.607 0.114 0.413
H 0.199 -1.428 -3.492 0.221 4.033 -0.570
H -0.855 -2.513 -3.148 0.030 0.578 -0.211
O 0.073 -2.300 -3.295 -1.000 -4.516 0.401
H 1.039 -1.445 3.967 2.283 -3.576 2.831
H 1.413 -0.507 2.728 -0.971 -1.198 1.978
O 0.736 -0.815 3.425 -1.111 4.796 -4.644
H 1.561 -4.514 -1.863 -0.142 0.488 0.962
H 0.652 -3.426 -2.323 0.682 0.477 1.498
O 1.098 -3.739 -1.470 0.123 -1.084 -1.846
H 4.862 -0.390 -0.660 -0.427 1.230 0.767
H 3.796 -1.149 -0.279 -2.656 -5.016 0.461
O 4.020 -0.297 -0.139 3.764 3.941 -1.516
H 1.616 -0.277 -4.280 2.339 -1.139 -1.598
H 1.399 0.762 -3.174 1.161 0.594 0.990
O 0.992 0.177 -3.795 -3.160 0.571 0.471
H 3.559 0.818 1.180 0.134 -0.389 -0.105
H 3.829 1.397 2.541 -0.190 -0.072 0.206
O 3.125 0.986 2.023 0.972 0.282 0.507
H -0.413 1.398 -3.820 -0.252 0.406 0.279
H -1.141 2.634 -4.401 0.584 -1.049 2.533
O -0.894 2.192 -3.501 -0.490 0.743 -2.818
H 2.020 -2.419 -0.291 1.662 -0.851 1.808
H 3.078 -3.059 0.694 1.115 -2.311 0.192
O 2.578 -2.298 0.559 -1.844 1.937 -1.975
H -3.505 2.690 0.204 -0.464 0.333 1.881
H -3.694 3.567 1.595 0.034 -3.566 -1.600
O -3.692 2.575 1.201 0.319 3.085 0.136
H -4.078 -0.626 3.199 -0.429 -2.981 0.593
H -4.669 0.579 2.629 0.071 0.555 -0.145
O -3.897 0.266 3.110 0.500 2.370 -0.494
```
Forces are in eV/Å.

Entry 2:
A structure of composition C7H4Br2NO4S, computed with ωB97M-V/def2-TZVPD.

## Properties
Energy in Ha: -6171.00806
HOMO (alpha / beta) in eV: -3.68 / -3.24
Total charge: -1
2S+1: 1
ΔE to the lowest compared entry with this formula, charge and spin in eV: 1.250

Structure (XYZ):
```
19
Properties=species:S:1:pos:R:3:forces:R:3
C -0.249 0.657 -0.031 1.321 1.638 1.522
C 3.105 -0.400 -1.147 1.076 0.136 -1.582
C -1.574 0.670 -0.055 -0.554 0.134 0.319
C -0.542 -2.760 0.802 -0.308 0.332 -0.308
C 0.641 -0.101 -0.794 0.646 -0.848 -0.130
C 2.639 0.419 0.634 0.750 0.763 0.390
C 3.899 0.267 -0.086 0.191 -0.526 2.173
N 1.968 -0.146 -0.454 -3.331 -0.820 -0.363
O -0.073 -2.487 1.793 1.529 0.577 2.857
O 3.316 -0.930 -2.195 -0.039 -0.310 -0.577
O -1.060 -3.009 -0.179 -1.202 -0.846 -2.556
O 0.209 1.798 2.378 -0.205 -0.471 1.440
S 0.420 2.068 0.943 0.691 0.096 -1.802
Br 5.114 1.676 -0.215 0.391 0.891 -0.488
Br 5.356 -1.318 0.625 -0.516 -0.068 0.012
H -2.143 1.385 0.569 0.138 -0.820 -0.683
H -1.927 -0.119 -0.681 -1.416 -0.199 -0.317
H 0.230 -0.711 -1.611 0.792 0.274 0.213
H 2.380 0.260 1.674 0.047 0.067 -0.121
```
Forces are in eV/Å.